A molecular structure, C14H28N6O6SeTi at a distorted geometry, computed with ωB97M-V/def2-TZVPD.

Geometry (Å):
O 1.3485 -0.2601 -4.0601
H 1.3812 -0.4596 -5.0245
Ti -0.6022 -0.0108 -0.5995
N -1.1090 1.6182 -2.3130
N 1.0995 1.4563 -1.0572
N -1.1678 -1.9169 0.0748
N 0.8719 -0.9037 0.8327
O -2.1763 1.5664 -2.9523
O -2.2917 -2.5727 -0.4163
O 1.9932 -0.3049 1.2322
O 2.2488 1.4986 -0.4077
C 0.9867 2.5017 -1.9224
C -0.1707 2.4865 -2.7315
C -0.4985 -2.7409 0.8840
C 0.6575 -2.1189 1.4165
C -0.4210 3.3695 -3.8904
H -0.2374 2.8022 -4.8189
H 0.2222 4.2553 -3.8903
H -1.4766 3.6639 -3.8763
C 1.9896 3.6052 -1.9321
H 3.0221 3.2945 -2.1401
H 1.9683 4.2220 -1.0219
H 1.7316 4.2935 -2.7393
C -1.0972 -4.0496 1.2042
C 1.4506 -2.6522 2.5524
H -1.2462 -4.6271 0.2773
H -2.0768 -3.9120 1.6937
H -0.4177 -4.6059 1.8752
H 2.3360 -2.0491 2.7884
H 1.7849 -3.6750 2.3398
H 0.8273 -2.7137 3.4551
H -2.7069 -1.9131 -1.0066
H 2.2267 0.5202 0.5542
C 2.7063 -0.9781 -2.9854
H 3.5153 -0.6529 -3.6011
H 1.9664 -1.7660 -2.8637
H 2.6780 -0.6665 -1.9730
O -0.8413 -0.8135 -2.2173
H 0.7227 -1.0033 -3.7669
H -1.3280 -0.6715 -3.0464
C 0.4928 2.2255 2.6516
N -0.3269 1.0566 2.9078
C -0.3289 0.3555 4.1013
C -1.3200 -0.5563 4.0421
N -1.9482 -0.4162 2.8139
C -3.1716 -1.0753 2.4155
C -1.4132 0.6656 2.1584
Se -2.1902 1.4390 0.6049
H 1.5488 1.9400 2.5820
H 0.3727 2.9406 3.4767
H 0.1698 2.6851 1.7140
H 0.3699 0.6034 4.9032
H -1.6832 -1.2800 4.7722
H -2.9829 -2.1363 2.2210
H -3.9216 -0.9668 3.2082
H -3.5375 -0.5963 1.5010

Calculated values
lowest unoccupied orbital energy (spin up / spin down): -4.66 / -4.65 eV
Kohn-Sham gap (spin up / spin down): 4.1 / 4.2 eV
HOMO energy (spin up / spin down): -0.3235 / -0.3242 hartree
2S+1: 2
total energy: -124645.4685 eV
total charge: +1

=====

7 unconnected molecules or ions with the total composition C14H28O28S7 at a distorted geometry, computed with ωB97M-V/def2-TZVPD.

Geometry (Å):
C 1.1293 -3.8850 3.7658
C 0.6362 -2.4666 3.2630
O -0.7655 -2.3209 3.3923
S -1.4163 -3.7946 3.1918
O -1.4525 -4.1484 1.7577
O -2.5900 -3.9706 3.9983
O -0.0819 -4.6591 3.8171
H 1.5872 -3.8089 4.7521
H 1.8059 -4.2214 2.9801
H 0.7051 -2.3573 2.1807
H 1.1695 -1.5558 3.5353
C 4.7530 -1.7075 -0.3430
C 4.5074 -1.9497 1.1285
O 3.7290 -3.1800 1.2183
S 3.0011 -3.4790 -0.3040
O 1.6678 -2.8061 -0.3724
O 3.0563 -4.8992 -0.6556
O 4.1225 -2.6616 -1.1581
H 5.7893 -1.9197 -0.6061
H 4.3816 -0.7209 -0.6199
H 4.0730 -1.1256 1.6944
H 5.4598 -2.1703 1.6104
C -2.0272 -3.9418 -1.9085
C -3.2973 -4.4878 -2.6165
O -3.2960 -3.8271 -3.9049
S -1.8832 -3.0094 -4.2468
O -2.2062 -1.5944 -4.2186
O -1.1265 -3.5343 -5.3809
O -1.1337 -3.6103 -2.9105
H -1.6659 -4.7591 -1.2844
H -2.0914 -3.1041 -1.2141
H -4.2063 -4.2682 -2.0566
H -3.1073 -5.5324 -2.8630
C 1.7016 3.4615 -2.5776
C 1.7494 2.8561 -3.9908
O 3.0022 3.3920 -4.4674
S 3.4427 4.8158 -3.7668
O 3.3536 6.0008 -4.6623
O 4.6331 4.6967 -2.9549
O 2.1296 4.7563 -2.8111
H 2.3643 2.9601 -1.8723
H 0.7415 3.5605 -2.0710
H 0.8975 3.0220 -4.6503
H 1.8973 1.7780 -3.9284
C -5.1235 -0.5185 -1.4742
C -3.7296 0.1819 -1.6051
O -3.4592 1.0577 -0.5652
S -4.5616 0.8641 0.5966
O -5.0560 2.1440 1.0484
O -4.2951 -0.0807 1.6338
O -5.6544 0.1960 -0.4793
H -5.0289 -1.5421 -1.1119
H -5.8455 -0.5713 -2.2891
H -3.6281 0.8526 -2.4583
H -2.8961 -0.5204 -1.6148
C -0.6915 5.8003 3.3638
C -0.8648 4.2782 3.2110
O -0.0710 3.7376 4.2907
S 1.3200 4.6493 4.5226
O 2.2530 4.4668 3.3577
O 1.7827 4.6168 5.9133
O 0.3635 6.0058 4.2395
H -1.5413 6.3172 3.8097
H -0.4148 6.2462 2.4084
H -0.3003 3.9536 2.3369
H -1.8919 3.9164 3.2589
C -0.1919 1.0634 -1.0028
C -0.2771 -0.2500 -0.1805
O 0.6559 -0.0987 0.8583
S 1.4496 1.3345 0.9486
O 2.7187 1.1337 0.2838
O 1.4570 1.8920 2.3448
O 0.2509 2.0129 0.0390
H -1.1674 1.4456 -1.3034
H 0.5654 0.9867 -1.7830
H -0.0250 -1.1153 -0.7935
H -1.2417 -0.2789 0.3263

Calculated values
lowest unoccupied orbital energy: -0.19 eV
Kohn-Sham gap: 10.8 eV
energy relative to the best compared isomer or geometry (same formula, charge and spin): 110.8 kcal/mol
HOMO energy: -0.4047 hartree
total energy: -148137.5685 eV
SMILES string: O=S1(=O)OCCO1.O=S1(=O)OCCO1.O=S1(=O)OCCO1.O=S1(=O)OCCO1.O=S1(=O)OCCO1.O=S1(=O)OCCO1.O=S1(=O)OCCO1